Record 1
Formula: C5H8O2
Source: OMol25
Level of theory: ωB97M-V with the def2-TZVPD basis set

Last column: Mulliken charge in e.
Positions of all 15 atoms, in Å:
O 0.94 0.02 0.91  -0.47
H 0.78 -1.76 -0.89  0.33
C -0.20 -0.04 0.08  1.73
C 0.71 -0.67 -0.84  -0.74
H -1.16 1.81 0.54  0.34
H -0.72 -1.86 1.10  0.39
O 3.35 0.39 0.60  -0.32
C -0.77 1.30 -0.34  -1.46
H -2.03 -1.17 0.11  0.37
H -1.58 1.14 -1.06  0.34
H -1.60 -0.44 1.67  0.34
C 2.39 0.48 -0.08  0.00
H 0.01 1.91 -0.81  0.38
H 1.05 -0.18 -1.75  0.31
C -1.21 -0.94 0.78  -1.56

Calculated values
* orbital gap (alpha / beta): 0.2974 / 0.2974 Eh
* electronic energy: -9405.291 eV
* relative energy (zero: lowest compared OMol25 entry of this formula, charge and spin): 4.541 eV
* E_HOMO (alpha / beta): -8.7 / -8.7 eV

---

Record 2
Formula: C2H14N2O4
Source: OMol25
Level of theory: ωB97M-V with the def2-TZVPD basis set

Last column: Mulliken charge in e.
Positions of all 22 atoms, in Å:
C 1.07 0.60 2.46  0.23
H 2.42 0.87 -2.42  0.28
H -1.10 0.88 3.76  0.33
H 2.11 0.93 1.97  0.21
H -0.32 -1.76 0.64  0.32
H 0.71 -0.74 4.10  0.20
H -0.87 -3.00 -6.35  0.32
H -1.65 -1.66 -6.08  0.30
O -0.83 -2.06 -6.04  -0.63
O 2.10 0.56 -1.57  -0.64
N 1.42 -0.25 3.54  -0.45
H -1.36 1.11 -2.71  0.31
H -1.77 0.33 2.32  0.28
O -0.98 0.92 -1.79  -0.64
C -1.15 1.19 2.70  -0.93
H -1.16 0.07 -1.51  0.39
H 0.01 -0.43 0.20  0.24
N 0.05 1.23 2.08  -0.36
H 2.45 -0.52 3.63  0.24
O -0.63 -1.20 -0.05  -0.68
H 1.13 0.81 -1.57  0.37
H -1.67 2.12 2.69  0.30

Calculated values
* structure (SMILES): C/N=C\N.O.O.O.O
* orbital gap: 0.3605 Eh
* electronic energy: -13469.725 eV
* relative energy (zero: lowest compared OMol25 entry of this formula, charge and spin): 2.140 eV
* E_HOMO: -9.2 eV

---

Record 3
Formula: C5H9NO
Source: OMol25
Level of theory: ωB97M-V with the def2-TZVPD basis set

Last column: Mulliken charge in e.
Positions of all 16 atoms, in Å:
N -0.99 -0.41 -0.75  -0.50
H -1.79 -1.02 -0.75  0.28
H 2.04 -1.29 0.31  0.37
H 1.06 0.57 1.72  0.40
H -1.72 0.24 1.04  0.43
H 1.82 0.27 -0.53  0.26
C -0.81 0.41 0.47  0.31
O -1.03 2.74 0.89  -0.48
C 0.31 -1.08 -1.12  -0.61
H 0.09 -2.15 -0.99  0.27
C 1.32 -0.60 -0.10  -0.53
C -0.78 1.89 0.06  -0.37
H 0.16 -0.92 1.74  0.31
H 0.45 -0.85 -2.16  0.29
C 0.46 -0.09 1.10  -0.80
H -0.59 2.30 -0.94  0.39

Calculated values
* structure (SMILES): O=C[C@@H]1CCCN1
* orbital gap: 0.3549 Eh
* electronic energy: -8867.506 eV
* relative energy (zero: lowest compared OMol25 entry of this formula, charge and spin): 1.707 eV
* E_HOMO: -8.8 eV

---

Record 4
Formula: C6H16NO
Source: OMol25
Level of theory: ωB97M-V with the def2-TZVPD basis set

Last column: Mulliken charge in e.
Positions of all 24 atoms, in Å:
C 0.99 0.23 0.62  0.76
N -1.25 -0.45 -1.36  -0.26
C 2.31 0.19 0.61  -1.15
C 0.23 1.21 -0.29  -0.81
H 2.82 -0.65 1.09  0.29
C -1.25 0.84 -0.57  -0.68
H -0.52 -1.19 1.20  0.17
C -0.66 0.39 2.69  -1.25
H 3.06 0.63 -0.04  0.34
H 0.91 -1.05 2.23  0.43
H -0.47 -0.66 -2.06  0.25
H -2.01 -0.40 -2.05  0.41
H 0.73 1.24 -1.24  0.45
H -1.78 0.73 0.37  0.34
H 1.05 -0.91 -3.76  0.30
H 0.13 2.14 0.28  0.37
H -0.97 -0.41 3.37  0.37
H -0.08 1.25 3.03  0.33
C 0.15 -0.47 1.69  -0.50
O 0.56 -1.41 -3.09  -0.62
H -1.64 0.82 2.46  0.38
H 0.81 -2.34 -3.08  0.29
H -1.70 1.59 -1.21  0.39
H -1.43 -1.33 -0.90  0.39

Calculated values
* charge: +1
* orbital gap: 0.3521 Eh
* electronic energy: -10011.676 eV
* relative energy (zero: lowest compared OMol25 entry of this formula, charge and spin): 1.637 eV
* E_HOMO: -12.8 eV

---

Record 5
Formula: C13H10Cl2N4O4S
Source: OMol25
Level of theory: ωB97M-V with the def2-TZVPD basis set

Last column: Mulliken charge in e.
Positions of all 34 atoms, in Å:
C -1.30 -0.38 -2.55  0.34
C 2.24 1.30 2.66  -0.47
N -1.23 -0.44 -3.92  -0.17
C 1.64 0.28 1.93  0.04
H 5.06 1.70 0.81  0.45
C -0.52 0.75 -2.12  1.05
H -5.02 -1.45 0.12  0.27
C -1.10 0.27 0.14  -0.72
C -1.85 -0.96 -0.37  0.34
H 4.04 2.59 2.79  0.35
H 0.04 2.08 -0.36  0.47
S 0.02 -0.36 2.47  1.23
H -1.16 -1.36 -4.37  0.30
O -0.28 0.00 3.86  -0.70
C -0.19 0.45 -4.16  0.22
H -3.89 -2.01 1.39  0.29
Cl 1.58 -1.48 -0.19  -0.07
H 1.81 1.66 3.57  0.50
H -3.71 -2.62 -0.30  0.31
C 4.09 1.35 1.10  -0.44
N -1.09 0.56 1.52  -0.22
C 2.25 -0.17 0.72  0.44
H -1.50 -1.86 0.17  0.44
C 3.46 1.83 2.23  -0.67
O -0.24 -1.78 2.22  -0.58
Cl 4.32 -0.18 -1.10  -0.18
C 3.48 0.37 0.32  0.09
O 0.42 0.42 -5.22  -0.57
C -0.51 1.17 -0.71  -0.39
H -1.97 0.51 1.96  0.47
N 0.13 1.29 -3.11  -0.72
C -3.98 -1.72 0.33  -0.71
O -3.16 -0.59 0.00  -0.38
N -1.86 -1.27 -1.81  -0.63

Calculated values
* structure (SMILES): CO[C@H]1N=C2NC(=O)N=C2C=C1NS(=O)(=O)c1cccc(Cl)c1Cl
* orbital gap: 0.3191 Eh
* electronic energy: -63671.619 eV
* E_HOMO: -10.1 eV

---

Record 6
Formula: C5H11NO
Source: OMol25
Level of theory: ωB97M-V with the def2-TZVPD basis set

Last column: Mulliken charge in e.
Positions of all 18 atoms, in Å:
H 0.47 1.33 -0.15  0.20
C 1.08 1.26 -3.08  -0.72
H 0.87 1.16 -4.14  0.28
H 1.81 0.79 -2.47  0.31
H 1.45 0.99 7.33  0.31
H -2.36 -1.05 -1.16  0.35
N -1.24 -2.74 -0.62  -0.50
H 1.07 -0.15 6.70  0.30
O 1.52 0.61 6.47  -0.61
C -1.36 -1.32 -0.90  -0.38
C 0.16 1.77 -2.22  -0.14
C -0.32 1.05 -0.96  -0.45
H -0.19 2.92 -2.33  0.21
H -0.55 -3.45 -0.79  0.21
H -1.28 1.44 -0.64  0.41
H -1.60 -2.86 0.32  0.20
H 0.76 -0.81 -0.87  0.30
C -0.23 -0.44 -1.04  -0.29

Calculated values
* structure (SMILES): C=CC/C=C/N.O
* orbital gap: 0.3386 Eh
* electronic energy: -8896.399 eV
* relative energy (zero: lowest compared OMol25 entry of this formula, charge and spin): 5.298 eV
* E_HOMO: -8.2 eV

---

Record 7
Formula: C23H23BrFN4OPbSSe3Te
Source: OMol25
Level of theory: ωB97M-V with the def2-TZVPD basis set

Last column: Mulliken charge in e.
Positions of all 59 atoms, in Å:
C 0.47 0.12 4.41  -0.28
H -2.83 -1.87 -4.26  0.35
C -0.23 -3.82 -2.72  -0.14
C 1.93 -0.58 -5.31  -1.34
H -0.58 -4.61 -3.36  0.41
S 0.25 2.44 -1.66  -0.27
H 0.01 -2.20 2.00  0.49
H -2.05 -3.68 -1.58  0.46
C -1.57 -0.66 3.44  -0.30
H -3.17 -1.11 -2.68  0.25
H -3.52 -0.25 -4.16  0.42
C -1.62 0.85 5.28  0.43
C -1.47 -0.33 -3.67  1.00
C 1.04 -3.29 -2.88  -0.82
N -1.26 0.63 -2.81  -0.34
C -0.54 -2.32 -0.91  0.10
H 2.81 -0.75 -4.68  0.15
C 0.15 3.63 3.41  -0.62
H 2.43 -1.83 -2.11  0.24
H -0.66 -1.56 -5.26  0.35
C -1.04 -3.32 -1.72  -1.18
O -1.97 4.45 4.22  -0.56
H -2.09 -1.26 2.71  0.41
C 0.59 -1.39 2.44  -2.15
C 0.78 -0.20 -4.46  0.76
Br -2.05 0.85 0.51  -0.03
Se 3.65 0.36 2.13  -0.56
C 1.45 -2.29 -2.01  -0.15
H 0.26 1.48 6.06  0.49
H 1.50 -1.80 2.86  0.56
H -1.15 -1.89 -0.12  0.37
N 0.15 1.95 1.74  -0.11
H -3.00 2.84 2.46  0.48
C -1.17 2.00 1.71  0.03
H -1.38 4.91 4.84  0.30
H 2.18 0.25 -5.97  0.36
C -0.17 -0.66 3.44  0.79
Se 5.02 1.55 0.66  -0.25
F -2.33 1.61 6.16  -0.44
Te 5.93 -0.12 -0.93  -0.13
H 1.71 -1.46 -5.90  0.34
Pb 1.41 0.07 0.63  1.14
H 0.71 4.27 4.07  0.37
Se 4.44 -0.02 -2.90  -0.55
H -3.38 0.07 4.34  0.47
H 1.70 -3.62 -3.67  0.51
N 0.68 -1.83 -1.04  0.21
C -1.93 2.84 2.51  -0.40
C -0.06 1.20 -2.72  -0.40
C -1.25 3.66 3.41  0.90
H 1.87 2.71 2.52  0.38
C -2.83 -0.94 -3.69  -1.46
C -2.30 0.08 4.35  -0.75
H 1.91 1.11 -3.38  0.25
H 1.55 0.14 4.44  0.40
C 0.79 2.76 2.56  -0.77
C -0.24 0.87 5.32  -0.59
C -0.46 -0.78 -4.55  -0.74
N 0.97 0.76 -3.54  0.18

Calculated values
* charge: -1
* orbital gap: 0.2054 Eh
* electronic energy: -324411.074 eV
* relative energy (zero: lowest compared OMol25 entry of this formula, charge and spin): 0.000 eV
* E_HOMO: -3.4 eV

---

Record 8
Formula: C6H4O
Source: OMol25
Level of theory: ωB97M-V with the def2-TZVPD basis set

Last column: Mulliken charge in e.
Positions of all 11 atoms, in Å:
H -0.47 1.68 0.73  0.35
C -0.10 -0.32 1.54  -0.48
C -0.14 0.69 0.38  0.42
H -1.36 0.50 -1.59  0.37
O -0.78 -1.35 1.09  -0.17
H -1.92 -1.97 -0.58  0.42
C -1.04 0.06 -0.65  -0.34
C -1.35 -1.14 -0.19  -0.42
C 2.43 0.70 -0.36  0.37
C 1.27 0.75 -0.05  -0.94
H 3.46 0.66 -0.61  0.41

Calculated values
* orbital gap: 0.3541 Eh
* electronic energy: -8328.845 eV
* relative energy (zero: lowest compared OMol25 entry of this formula, charge and spin): 3.595 eV
* E_HOMO: -9.1 eV

---

> Look up the electronic energy of the eighth one.

-8328.845 eV